The following is a quantum chemistry calculation of a cluster of 9 separate species, C7H28O9 in total, from OMol25.

Values from the calculation:
Energy above the lowest of the compared OMol25 structures with the same formula, charge and spin, kcal/mol: 0.0
LUMO level, eV: 0.2342

Geometry as XYZ:
```
44
C7H28O9 | OMol25 | the ωB97M-V functional and the def2-TZVPD basis
C 1.02 2.96 -2.37
C -0.33 2.25 -2.21
C -0.17 0.90 -1.55
C -0.18 0.79 -0.22
C -0.02 -0.48 0.49
C 0.65 -0.61 1.63
O 0.77 -1.88 2.19
C 0.02 -0.26 -2.48
H 1.67 2.40 -3.05
H 1.51 3.08 -1.41
H 0.89 3.95 -2.83
H -0.80 2.13 -3.19
H -1.00 2.87 -1.62
H -0.31 1.69 0.36
H -0.51 -1.36 0.07
H 1.15 0.18 2.17
H 1.29 -1.86 2.99
H -0.91 -0.83 -2.59
H 0.72 -1.02 -2.11
H 0.34 0.06 -3.47
H 2.36 1.61 0.57
H 2.99 2.69 1.50
O 2.14 2.37 1.17
H -1.15 -3.11 -1.52
H 0.37 -3.22 -1.27
O -0.35 -3.56 -1.83
H 1.57 -2.69 0.67
H 2.65 -3.42 -0.18
O 2.06 -2.66 -0.16
H -1.69 -0.41 2.73
H -1.46 1.10 2.71
O -2.17 0.42 2.68
H -3.32 -2.27 -1.65
H -2.91 -1.37 -0.46
O -2.70 -2.23 -0.91
H 0.69 2.28 2.24
H -0.40 3.16 2.93
O -0.06 2.26 2.88
H -2.94 0.32 1.08
H -4.39 -0.01 0.70
O -3.52 0.12 0.31
H 2.61 -0.61 -0.22
H 2.51 0.47 -1.29
O 2.96 0.26 -0.46
```



The following is a quantum chemistry calculation of a cluster of 2 separate species, C9H22N3 in total, from OMol25.

Values from the calculation:
Energy above the lowest of the compared OMol25 structures with the same formula, charge and spin, kcal/mol: 77.7
LUMO level (alpha / beta), eV: -4.8391 / -4.7520
Total charge: +1

Geometry as XYZ:
```
34
C9H22N3 | OMol25 | the ωB97M-V functional and the def2-TZVPD basis
C 2.10 0.13 0.15
C -0.75 -1.70 -1.51
C 0.71 -2.20 0.61
C -1.67 -1.91 0.89
C -1.62 1.25 -1.21
C -1.48 1.75 1.15
C 0.58 2.23 -0.19
C -0.45 -1.38 0.02
C -0.67 1.22 -0.06
N 2.71 0.16 -0.99
N -0.18 -0.06 0.41
N 2.68 0.45 1.28
H -0.47 -0.90 -2.05
H -0.23 -2.67 -1.67
H -1.84 -1.77 -1.84
H 1.05 -1.78 1.57
H 1.43 -2.14 -0.21
H 0.48 -3.25 0.78
H -2.50 -1.22 0.93
H -1.89 -2.85 0.47
H -1.26 -1.98 1.96
H -2.47 0.60 -1.01
H -1.97 2.27 -1.15
H -1.35 0.99 -2.26
H -1.93 0.90 1.66
H -2.22 2.51 0.75
H -0.78 2.16 1.80
H 1.24 2.26 0.74
H 1.08 2.08 -1.13
H 0.17 3.29 -0.42
H 2.27 -0.43 -1.71
H 3.75 0.39 -1.04
H 3.52 1.08 1.23
H 1.97 0.51 2.02
```



The following is a quantum chemistry calculation of a structure of composition C19H20FN8OY, from OMol25.

Values from the calculation:
Energy above the lowest of the compared OMol25 structures with the same formula, charge and spin, kcal/mol: 0.0
LUMO level, eV: -6.2873
Total charge: +2

Geometry as XYZ:
```
50
C19H20FN8OY | OMol25 | the ωB97M-V functional and the def2-TZVPD basis
Y 0.31 1.41 -0.98
N 3.18 1.46 -2.89
C 3.61 1.29 -1.62
N 4.90 1.24 -1.38
C 5.26 1.21 -0.09
N 6.54 1.11 0.21
N 4.38 1.31 0.94
C 3.12 1.25 0.60
N 2.65 1.16 -0.66
C 2.11 1.38 1.70
C 2.53 1.52 3.01
C 1.57 1.68 4.00
C 0.23 1.72 3.65
C -0.11 1.58 2.31
N 0.81 1.42 1.35
H 3.93 1.57 -3.56
H 2.41 2.10 -3.03
H 7.22 1.08 -0.53
H 6.83 1.13 1.17
H 3.58 1.50 3.24
H 1.86 1.80 5.03
H -0.55 1.85 4.39
H -1.14 1.62 1.99
F 0.76 3.11 -1.92
C -4.00 -2.89 -0.71
N -3.86 -1.44 -0.67
N -2.66 -0.81 -0.88
C -2.87 0.54 -0.96
O -1.86 1.33 -1.08
C -4.24 0.75 -0.85
C -4.82 -0.50 -0.68
C -6.26 -0.87 -0.56
C -1.37 -1.40 -0.71
C -1.01 -2.01 0.48
C 0.28 -2.50 0.63
C 1.21 -2.36 -0.39
C 0.84 -1.75 -1.59
C -0.45 -1.28 -1.76
H -3.13 -3.32 -1.19
H -4.88 -3.14 -1.30
H -4.11 -3.30 0.29
H -4.75 1.69 -0.89
H -6.86 0.03 -0.52
H -6.44 -1.45 0.34
H -6.58 -1.46 -1.42
H -1.73 -2.09 1.29
H 0.57 -2.99 1.55
H 2.22 -2.74 -0.27
H 1.55 -1.66 -2.40
H -0.79 -0.86 -2.70
```



The following is a quantum chemistry calculation of a cluster of 2 separate species, C2H6ClN2 in total, from OMol25.

Values from the calculation:
Energy above the lowest of the compared OMol25 structures with the same formula, charge and spin, kcal/mol: 77.0
LUMO level, eV: -4.3861
Total charge: +1

Geometry as XYZ:
```
11
C2H6ClN2 | OMol25 | the ωB97M-V functional and the def2-TZVPD basis
C -0.17 -1.03 -0.46
C -0.06 1.40 0.51
N -1.10 -1.90 -0.33
N 1.18 1.59 0.34
Cl 0.99 -1.40 -1.68
H -0.79 1.34 1.41
H -0.59 1.57 -0.35
H -1.05 -2.97 -0.41
H -1.80 -1.52 0.43
H 1.81 1.39 1.13
H 1.58 1.55 -0.57
```



The following is a quantum chemistry calculation of a structure of composition C3HO3Pb, from OMol25.

Values from the calculation:
Energy above the lowest of the compared OMol25 structures with the same formula, charge and spin, kcal/mol: 92.7
LUMO level, eV: -7.2791
Total charge: +1

Geometry as XYZ:
```
8
C3HO3Pb | OMol25 | the ωB97M-V functional and the def2-TZVPD basis
C 0.74 -0.67 1.17
C 0.21 0.39 1.48
O 1.01 -1.59 0.24
H 1.94 -1.58 -0.01
O -1.00 1.47 0.98
C -1.43 1.45 -0.24
O -0.73 1.07 -1.17
Pb -0.73 -0.55 -2.45
```



The following is a quantum chemistry calculation of a cluster of 2 separate species, C4H14N2O in total, from OMol25.

Values from the calculation:
Energy above the lowest of the compared OMol25 structures with the same formula, charge and spin, kcal/mol: 87.6
LUMO level, eV: 0.8439

Geometry as XYZ:
```
21
C4H14N2O | OMol25 | the ωB97M-V functional and the def2-TZVPD basis
C 0.77 1.30 0.37
N -0.49 0.77 0.82
C 0.72 -0.72 2.76
C -0.45 -0.54 1.54
C -0.01 -1.72 0.61
N -0.96 -2.75 0.89
H 1.45 0.57 -0.09
H 1.34 1.77 1.29
H 0.66 2.12 -0.36
H -1.26 1.50 0.90
H 1.10 0.33 3.11
H 0.09 -1.15 3.58
H 1.66 -1.24 2.56
H -1.57 -0.72 1.70
H 0.93 -2.10 0.72
H -0.27 -1.28 -0.32
H -1.36 -2.97 -0.02
H -0.46 -3.70 1.10
H -0.40 2.74 -6.27
H -0.22 3.42 -5.11
O 0.28 3.09 -5.81
```



The following is a quantum chemistry calculation of a cluster of 2 separate species, C3H8O2 in total, from OMol25.

Values from the calculation:
Energy above the lowest of the compared OMol25 structures with the same formula, charge and spin, kcal/mol: 24.7
LUMO level, eV: 0.5570

Geometry as XYZ:
```
13
C3H8O2 | OMol25 | the ωB97M-V functional and the def2-TZVPD basis
O -1.47 1.04 2.07
C -1.30 -0.15 2.18
C 0.00 0.00 0.00
C -0.47 -0.86 1.19
H -1.88 -0.72 2.94
H 0.24 -0.72 -0.80
H 0.91 0.58 0.23
H -0.78 0.69 -0.37
H -1.25 -1.53 0.77
H 0.26 -1.50 1.72
O -4.40 -2.56 0.91
H -3.75 -3.25 1.17
H -3.95 -2.05 0.20
```



The following is a quantum chemistry calculation of a cluster of 8 separate species, C5H27NO8 in total, from OMol25.

Values from the calculation:
Energy above the lowest of the compared OMol25 structures with the same formula, charge and spin, kcal/mol: 91.6
LUMO level, eV: 0.1764

Geometry as XYZ:
```
41
C5H27NO8 | OMol25 | the ωB97M-V functional and the def2-TZVPD basis
C -0.88 0.90 -0.31
N -1.13 -0.48 -0.72
C -2.51 -1.01 -0.74
O -2.82 -1.79 0.38
C 0.64 1.13 0.00
C 1.08 2.41 -0.71
C 1.38 3.57 0.44
H -1.57 1.32 0.53
H -1.07 1.53 -1.26
H -0.56 -1.23 -0.31
H -3.35 -0.29 -0.80
H -2.49 -1.91 -1.55
H -1.97 -2.12 0.94
H 0.78 1.16 1.12
H 1.23 0.30 -0.34
H 0.35 2.92 -1.39
H 1.89 2.28 -1.37
H 2.53 3.90 0.36
H 1.22 3.20 1.40
H 0.88 4.46 0.23
H -2.82 -0.46 1.76
H -1.43 -0.42 2.37
O -2.27 -0.54 2.61
H -1.81 -3.21 2.86
H -1.80 -1.83 3.49
O -1.41 -2.77 3.66
H 1.90 -1.33 3.52
H 2.12 -2.63 2.65
O 1.91 -2.32 3.53
H -0.55 0.36 -2.41
H -0.07 1.36 -3.49
O -0.13 0.46 -3.29
H -0.01 -3.76 1.47
H -0.12 -2.60 2.57
O -0.09 -2.77 1.54
H 1.86 1.23 -4.15
H 2.74 1.35 -2.91
O 2.55 1.84 -3.71
H 2.43 -1.21 -3.02
H 1.27 -0.30 -2.56
O 2.08 -0.68 -2.39
```



The following is a quantum chemistry calculation of an isolated molecule of C20H20FN3O2, from OMol25.

Values from the calculation:
Energy above the lowest of the compared OMol25 structures with the same formula, charge and spin, kcal/mol: 19.2
LUMO level, eV: 0.1942

Geometry as XYZ:
```
46
C20H20FN3O2 | OMol25 | the ωB97M-V functional and the def2-TZVPD basis
C 0.14 4.09 4.08
C 0.70 3.02 3.19
C -0.09 2.40 2.23
C 0.42 1.40 1.41
C 1.74 1.03 1.55
C 2.54 1.63 2.50
C 2.03 2.62 3.32
H 2.65 3.10 4.06
H 3.58 1.33 2.61
H 2.15 0.25 0.92
C -0.45 0.78 0.36
H -1.44 0.55 0.76
H 0.00 -0.15 0.01
C -0.62 1.72 -0.85
N -1.27 1.06 -1.96
C -2.61 0.98 -2.06
O -3.38 1.60 -1.36
C -3.09 0.04 -3.17
H -3.94 0.52 -3.67
H -2.30 -0.14 -3.89
C -3.57 -1.28 -2.56
C -2.45 -2.01 -1.91
N -1.18 -1.77 -2.01
C -0.62 -2.70 -1.18
N -1.50 -3.48 -0.62
O -2.70 -3.04 -1.09
C 0.81 -2.78 -0.92
C 1.73 -1.91 -1.51
C 3.08 -1.98 -1.22
C 3.53 -2.93 -0.32
C 2.64 -3.80 0.28
C 1.29 -3.73 -0.02
H 0.58 -4.40 0.44
H 2.99 -4.54 0.98
H 4.58 -2.98 -0.08
H 3.75 -1.28 -1.69
F 1.32 -0.97 -2.38
H -4.00 -1.92 -3.33
H -4.34 -1.09 -1.81
H -0.72 0.35 -2.43
H 0.36 2.08 -1.18
H -1.24 2.57 -0.56
H -1.13 2.69 2.13
H -0.90 4.29 3.84
H 0.21 3.78 5.12
H 0.71 5.01 3.97
```



The following is a quantum chemistry calculation of a structure of composition C20H42AsIN4OsPS, from OMol25.

Values from the calculation:
Energy above the lowest of the compared OMol25 structures with the same formula, charge and spin, kcal/mol: 54.0
LUMO level (alpha / beta), eV: -11.2697 / -11.3248
Total charge: +3

Geometry as XYZ:
```
71
C20H42AsIN4OsPS | OMol25 | the ωB97M-V functional and the def2-TZVPD basis
Os 0.02 -1.49 -0.16
I 5.25 -3.90 -2.23
C 3.91 -2.83 -1.01
C 4.20 -2.15 0.16
N 3.05 -1.60 0.59
N 2.04 -1.89 -0.24
C 2.54 -2.63 -1.22
H 5.13 -2.04 0.68
H 2.91 -1.06 1.43
H 1.94 -2.99 -2.04
C -3.12 -4.21 2.23
As -1.22 -4.50 2.59
C -0.61 -6.15 1.77
C -0.89 -4.66 4.49
S -0.04 -2.78 2.02
H -3.69 -4.75 2.99
H -3.39 -4.60 1.25
H -3.36 -3.14 2.29
H -1.27 -6.95 2.10
H 0.40 -6.36 2.11
H -0.63 -6.11 0.68
H -1.37 -5.58 4.83
H -1.28 -3.80 5.03
H 0.18 -4.73 4.67
C -0.03 2.25 -3.41
C -0.85 2.45 -2.14
C -2.03 1.50 -2.18
C -1.30 3.90 -2.00
P 0.29 1.90 -0.65
N 0.30 0.32 -0.72
C 2.14 2.49 -0.89
C 2.76 1.58 -1.95
C 2.23 3.96 -1.27
C 2.85 2.26 0.43
C -0.43 2.34 1.12
C -1.90 1.97 1.10
C 0.27 1.45 2.14
C -0.25 3.81 1.43
H -0.69 2.35 -4.27
H 0.40 1.26 -3.44
H 0.74 3.00 -3.52
H -2.64 1.75 -3.05
H -2.66 1.56 -1.30
H -1.68 0.47 -2.29
H -1.77 4.20 -2.94
H -0.46 4.57 -1.84
H -2.03 4.03 -1.22
H 2.57 1.93 -2.96
H 2.40 0.56 -1.84
H 3.84 1.57 -1.82
H 1.81 4.18 -2.24
H 3.28 4.25 -1.31
H 1.76 4.60 -0.53
H 2.75 1.22 0.75
H 2.51 2.93 1.21
H 3.92 2.46 0.30
H -2.03 0.92 0.81
H -2.48 2.62 0.45
H -2.31 2.09 2.10
H 0.33 0.41 1.79
H -0.32 1.45 3.06
H 1.26 1.81 2.41
H -0.73 4.45 0.70
H 0.79 4.11 1.53
H -0.73 4.03 2.39
C -4.19 -1.71 -1.70
C -2.92 -1.64 -1.08
N -1.89 -1.54 -0.56
H -4.18 -1.10 -2.61
H -4.95 -1.32 -1.03
H -4.45 -2.74 -1.97
```



The following is a quantum chemistry calculation of a cluster of 3 separate species, C4H11N2 in total, from OMol25.

Values from the calculation:
Energy above the lowest of the compared OMol25 structures with the same formula, charge and spin, kcal/mol: 171.7
LUMO level (alpha / beta), eV: -6.4890 / -6.4887
Total charge: +1

Geometry as XYZ:
```
17
C4H11N2 | OMol25 | the ωB97M-V functional and the def2-TZVPD basis
C 0.88 2.36 -0.64
C -2.18 0.15 0.12
C 2.10 2.03 -0.67
C 3.44 1.65 -0.77
N -2.69 -0.69 0.93
N -1.26 -3.27 0.74
H 0.65 3.31 -0.27
H -0.03 2.10 -1.14
H -2.64 1.04 -0.06
H 3.58 0.53 -0.66
H 4.05 2.25 -0.18
H 3.79 2.00 -1.77
H -2.27 -1.61 0.93
H -3.68 -0.73 1.44
H -1.78 -3.93 1.39
H -0.31 -3.75 0.80
H -1.63 -3.47 -0.18
```



The following is a quantum chemistry calculation of an isolated molecule of C4H8N2, from OMol25.

Values from the calculation:
Energy above the lowest of the compared OMol25 structures with the same formula, charge and spin, kcal/mol: 119.6
LUMO level, eV: 1.2664

Geometry as XYZ:
```
14
C4H8N2 | OMol25 | the ωB97M-V functional and the def2-TZVPD basis
C -1.92 -0.27 0.23
C -1.00 -1.16 -0.13
C -1.19 1.11 0.00
C 0.13 0.48 -0.64
N 2.04 -0.74 0.09
N 1.37 0.54 0.14
H -2.91 -0.53 0.72
H -0.86 -2.19 -0.02
H -1.71 1.82 -0.55
H -0.85 1.62 0.96
H 0.23 0.25 -1.77
H 2.87 -0.73 0.68
H 2.43 -0.97 -0.83
H 1.38 0.78 1.13
```



The following is a quantum chemistry calculation of a structure of composition C11H10N5ORhS, from OMol25.

Values from the calculation:
Energy above the lowest of the compared OMol25 structures with the same formula, charge and spin, kcal/mol: 0.0
LUMO level (alpha / beta), eV: -8.6962 / -8.6945
Total charge: +2

Geometry as XYZ:
```
29
C11H10N5ORhS | OMol25 | the ωB97M-V functional and the def2-TZVPD basis
Rh -0.24 -0.65 -1.08
O -1.11 -1.96 0.06
N -1.91 -1.54 1.06
C -2.28 -2.42 2.01
C -3.10 -2.02 3.02
C -3.57 -0.71 3.05
C -3.18 0.17 2.06
C -2.34 -0.28 1.05
S -1.82 0.72 -0.26
H -1.88 -3.42 1.89
H -3.38 -2.73 3.79
H -4.22 -0.37 3.85
H -3.52 1.20 2.04
N 2.23 1.94 -2.96
C 1.38 1.88 -4.06
C 0.42 0.98 -3.75
N 0.68 0.49 -2.49
C 1.76 1.10 -2.04
C 2.21 0.69 -0.73
N 1.42 -0.13 -0.06
C 2.05 -0.44 1.13
C 3.23 0.23 1.16
N 3.32 0.93 -0.03
H 3.02 2.56 -2.88
H 1.54 2.47 -4.95
H -0.41 0.65 -4.35
H 1.63 -1.09 1.87
H 4.01 0.24 1.90
H 4.08 1.53 -0.29
```



The following is a quantum chemistry calculation of a structure of composition C14H5Cl2IMnN3S2, from OMol25.

Values from the calculation:
LUMO level (alpha / beta), eV: 1.1675 / 1.4046
Total charge: -1
2S+1: 2

Geometry as XYZ:
```
28
C14H5Cl2IMnN3S2 | OMol25 | the ωB97M-V functional and the def2-TZVPD basis
Mn 0.07 0.53 -0.28
S -0.81 -1.34 -1.09
C 0.33 -1.87 -2.30
C 0.17 -3.10 -2.94
C 1.06 -3.52 -3.92
C 0.86 -4.79 -4.55
N 0.70 -5.81 -5.05
C 2.14 -2.69 -4.27
C 2.31 -1.47 -3.64
C 1.42 -1.05 -2.65
S 1.64 0.48 -1.85
C 3.07 -3.09 -5.29
N 3.83 -3.40 -6.10
H -0.66 -3.74 -2.67
H 3.14 -0.84 -3.91
Cl -0.45 -0.51 3.82
C 0.73 0.74 3.71
C 1.23 1.29 4.87
C 2.19 2.30 4.79
C 2.64 2.76 3.57
C 2.14 2.21 2.40
Cl 2.70 2.79 0.88
C 1.16 1.18 2.42
N 0.64 0.66 1.32
H 0.87 0.93 5.82
H 2.58 2.74 5.70
H 3.38 3.55 3.50
I -1.51 2.55 -0.15
```



The following is a quantum chemistry calculation of an isolated molecule of C4H6O2, from OMol25.

Values from the calculation:
Energy above the lowest of the compared OMol25 structures with the same formula, charge and spin, kcal/mol: 115.4
LUMO level, eV: 0.9296

Geometry as XYZ:
```
12
C4H6O2 | OMol25 | the ωB97M-V functional and the def2-TZVPD basis
C -0.17 0.27 -1.79
O -0.68 1.12 -0.82
C -0.20 0.02 -0.17
C -0.84 -0.17 1.29
O 0.47 -0.37 1.83
C 1.09 -0.28 0.55
H 0.47 0.88 -2.48
H -0.70 -0.50 -2.34
H -1.55 -0.95 1.60
H -1.24 0.81 1.63
H 1.88 0.46 0.43
H 1.47 -1.28 0.27
```



The following is a quantum chemistry calculation of an isolated molecule of C12H23F3N3O5P, from OMol25.

Values from the calculation:
LUMO level, eV: 0.0821

Geometry as XYZ:
```
47
C12H23F3N3O5P | OMol25 | the ωB97M-V functional and the def2-TZVPD basis
C 0.39 2.56 3.59
C -0.27 1.30 4.12
N -0.41 1.23 5.39
C -0.78 0.22 3.19
C 0.00 0.00 1.90
O -0.81 -0.73 1.00
C -0.51 -0.66 -0.38
C -1.21 -1.85 -1.03
C 1.00 -0.78 -0.67
C 1.63 -2.06 -0.11
C 3.09 -1.87 0.31
C 3.98 -1.61 -0.88
O 3.74 -1.96 -2.01
O 5.14 -0.95 -0.56
C -0.96 0.74 -0.94
N -0.76 0.88 -2.38
P -1.83 0.53 -3.62
N -2.42 1.74 -4.41
O -1.03 -0.47 -4.57
O -2.91 -0.45 -3.01
C -2.31 1.24 -0.40
F -2.11 1.83 0.79
F -3.22 0.29 -0.20
F -2.86 2.15 -1.20
H 1.12 2.89 4.32
H -0.36 3.35 3.51
H 0.88 2.44 2.63
H -0.88 0.37 5.65
H -0.74 -0.71 3.76
H -1.83 0.40 2.94
H 0.32 0.96 1.48
H 0.92 -0.56 2.13
H -2.29 -1.77 -0.99
H -0.86 -2.00 -2.05
H -0.93 -2.74 -0.47
H 1.54 0.11 -0.34
H 1.09 -0.80 -1.76
H 1.56 -2.86 -0.86
H 1.06 -2.41 0.75
H 3.16 -1.00 0.97
H 3.46 -2.74 0.85
H 5.17 -0.11 -1.02
H -0.25 1.43 -0.48
H -0.18 1.67 -2.62
H -2.13 2.64 -4.03
H -0.68 0.09 -5.28
H -3.75 0.04 -2.99
```



Max |F|
In order: 0.51; 4.01; 0.52; 4.46; 4.63; 4.87; 1.94; 5.78; 1.22; 8.76; 3.69; 4.64; 1.10; 3.54; 1.60; 0.97
Unit: eV/Å
E
In order: -960.680486; -519.972789; -1387.269800; -649.149942; -532.921568; -345.436564; -269.555558; -863.246819; -1188.758898; -4368.947740; -268.031261; -266.531411; -1282.360104; -3866.327156; -306.322454; -1652.557762
Unit: hartree